The following is a quantum chemistry calculation of C18H24N2O5 in the gas phase, from the Open Molecules 2025 dataset.

The SMILES is O=C(O[C@H]1[C@@H]2C[C@H]3C[C@@H](C2)C[C@@H]1C3)c1cc(N(O)[C@H]2CCCO2)on1. The calculation puts the gap between HOMO and LUMO at 8.54 eV. The max |F| comes out at 0.069 Eh/bohr. The HOMO energy is -8.16 eV. For the energy relative to the best compared isomer or geometry (same formula, charge and spin), the calculation gives 121.2 kcal/mol.

```
49
Properties=species:S:1:pos:R:3:forces:R:3
O -2.013915 -0.250485 -3.128653 1.159 -0.812 1.683
C -1.708469 -0.498994 -1.963604 -0.671 0.842 -3.049
O -0.476451 -0.846563 -1.524966 -1.405 -0.096 0.522
C 0.578406 -1.100685 -2.455053 1.411 1.613 0.196
C 1.654889 -1.907634 -1.731458 0.245 0.212 0.438
C 2.800124 -2.238874 -2.676890 -0.371 0.431 -0.726
C 3.373488 -0.916737 -3.233511 0.699 -0.473 0.438
C 3.948092 -0.124634 -2.033469 -0.068 0.832 -1.108
C 2.810164 0.199269 -1.052309 0.874 0.740 0.220
C 2.229608 -1.112087 -0.574356 -0.624 0.434 0.497
C 1.736343 1.039780 -1.739386 0.357 -0.278 -0.633
C 1.207017 0.247004 -2.965324 -1.163 -0.130 1.572
C 2.311798 -0.059690 -3.919034 0.546 -1.093 -0.582
C -2.731163 -0.303171 -0.913627 -0.133 0.196 3.533
C -2.407719 -0.387660 0.523079 0.720 -0.002 -1.478
C -3.512738 0.071495 1.142136 -1.797 0.550 1.506
N -3.708673 0.274767 2.530122 -1.397 -0.411 -0.383
O -5.011107 0.715655 3.044231 0.612 -0.041 -1.427
C -2.596884 0.259776 3.479742 -0.063 0.240 -0.062
C -1.667574 1.452989 3.278407 -0.067 0.084 0.104
C -1.230946 1.755245 4.708042 0.114 1.347 -0.384
C -2.472448 1.382876 5.524599 -0.322 1.711 -0.796
O -3.159940 0.373186 4.805534 0.590 -0.728 -1.215
O -4.497023 0.349544 0.216114 1.410 -0.393 0.385
N -3.968565 0.116828 -1.091312 0.773 -0.192 0.467
H 0.239832 -1.657064 -3.279472 -0.879 -0.715 -1.149
H 1.211236 -2.796524 -1.315112 -0.286 -0.574 -0.024
H 2.431309 -2.856630 -3.496416 0.045 -0.131 -0.149
H 3.589343 -2.796955 -2.164842 -0.130 0.018 0.038
H 4.178743 -1.190429 -3.940139 -0.241 0.344 0.216
H 4.411419 0.819132 -2.425451 -0.287 -0.645 0.408
H 4.730979 -0.714178 -1.573627 0.225 -0.081 0.321
H 3.227019 0.790866 -0.206070 -0.228 -0.455 -0.328
H 1.454282 -0.966182 0.172003 -0.260 0.290 0.151
H 2.993500 -1.659405 -0.059765 0.578 -0.613 0.172
H 2.163676 1.982288 -2.119484 -0.125 -0.162 0.270
H 0.968120 1.267401 -0.998195 -0.225 0.074 -0.270
H 0.450315 0.838547 -3.465363 -0.359 0.000 -0.098
H 1.908678 -0.616484 -4.793174 0.246 0.517 0.256
H 2.796285 0.862941 -4.228578 -0.096 0.145 -0.390
H -1.457610 -0.674844 0.961427 -0.318 0.069 -0.217
H -5.011931 0.799154 4.026377 1.176 -0.557 -0.882
H -1.992415 -0.669324 3.377126 -0.739 0.154 0.122
H -0.859621 1.229454 2.579471 0.054 -0.070 0.235
H -2.231434 2.266488 2.828085 -0.159 0.159 0.138
H -0.385644 1.123957 4.954489 0.179 -0.057 0.294
H -0.933374 2.841444 4.814256 -0.278 -1.267 0.106
H -2.196344 1.027324 6.484872 -0.007 -0.414 0.971
H -3.172679 2.257825 5.618530 0.690 -0.609 0.091
```
Forces are in eV/Å.

Atomic partial charges in e from the Mulliken method, atoms 1 to 6: number 1, O, carries -0.587; number 2, C, carries 0.407; number 3, O, carries -0.242; number 4, C, carries -0.855; number 5, C, carries 0.339; number 6, C, carries -1.499


The following is a quantum chemistry calculation of 6 unconnected molecules or ions with the total composition C34H39BrF15IN2O14, from the Open Molecules 2025 dataset.

The SMILES is COCN1C(=O)c2c(C)c(CCC(N)=O)c(I)c(Br)c2C1=O.CCOC(=O)C(F)(F)F.CCOC(=O)C(F)(F)F.CCOC(=O)C(F)(F)F.CCOC(=O)C(F)(F)F.CCOC(=O)C(F)(F)F. The calculation puts the gap between HOMO and LUMO at 8.52 eV. The max |F| comes out at 0.059 Eh/bohr. The HOMO energy is -9.42 eV.

```
106
Properties=species:S:1:pos:R:3:forces:R:3
C 3.580425 0.780130 1.036764 0.510 0.025 0.939
O 3.247621 -0.037444 -0.098593 -1.144 0.876 0.584
C 2.030372 0.368940 -0.700815 0.848 0.522 -1.463
N 1.099023 -0.763163 -0.951429 1.348 -0.197 0.814
C 0.381671 -0.991553 0.300000 -2.210 1.012 -1.800
O 0.800785 -1.500710 1.292557 0.163 0.349 -0.364
C -1.019293 -0.386944 -0.009514 -2.394 0.800 -0.384
C -2.124193 -0.056766 0.907175 0.821 0.106 -2.194
C -2.011180 -0.322889 2.427963 -0.550 -0.569 0.022
C -3.316337 0.519229 0.272279 -0.022 -0.332 -0.343
C -4.547998 0.936288 1.167729 1.236 0.473 -0.734
C -4.528469 2.536169 1.218413 0.008 0.297 -0.352
C -3.588926 3.087339 2.346528 -0.072 0.677 0.858
N -4.166648 3.927410 3.376911 -0.611 -0.881 -1.588
O -2.395491 2.885402 2.393228 -0.753 -0.594 -0.452
C -3.448288 0.748918 -1.178226 2.181 -0.890 0.295
I -5.268030 1.553909 -2.041540 1.114 -0.557 0.505
C -2.323902 0.427427 -2.086167 0.090 -0.527 2.356
Br -2.386895 0.746941 -4.001237 0.075 -0.276 1.461
C -1.139449 -0.141280 -1.457463 -0.587 -0.068 1.257
C 0.213932 -0.601555 -2.075808 -2.185 0.855 1.197
O 0.419488 -0.800719 -3.237925 0.546 0.457 0.976
H 3.369640 1.870903 0.864935 0.051 -0.988 0.084
H 4.680287 0.698237 1.264952 -1.078 -0.117 -0.540
H 3.041749 0.402425 1.948823 0.305 0.511 -0.820
H 1.532397 1.190644 -0.118834 0.266 -0.799 -0.191
H 2.284999 0.804335 -1.710178 -0.376 -0.424 0.787
H -1.015118 -0.721223 2.738932 -0.767 0.401 -0.605
H -2.239096 0.562174 3.069148 0.184 -0.546 -0.819
H -2.765416 -1.122789 2.688545 0.714 0.740 -0.208
H -5.472305 0.550429 0.666595 0.729 0.504 0.604
H -4.455492 0.489605 2.186734 -0.134 0.396 -0.863
H -4.100250 2.920585 0.248788 -0.376 -0.443 0.988
H -5.567619 2.961666 1.260285 1.035 -0.521 0.281
H -4.217084 3.445804 4.274002 0.216 0.368 -0.204
H -5.085803 4.241870 3.053688 0.553 -0.419 0.793
C 5.703595 -0.934588 -1.275845 0.269 -0.139 -0.013
C 6.127558 -1.566721 -2.584881 -0.582 0.407 0.129
O 7.477850 -2.059050 -2.506394 0.583 -0.509 -0.058
C 7.634564 -3.250475 -1.921207 -1.194 0.692 -0.292
O 6.744475 -3.912113 -1.470523 0.553 -0.247 0.071
C 9.105525 -3.667390 -1.953218 1.463 -0.396 0.096
F 9.927741 -2.664009 -1.595882 -0.421 -0.008 -0.035
F 9.480779 -4.055621 -3.186480 -0.420 0.150 0.108
F 9.363731 -4.689914 -1.128975 -0.475 0.245 -0.118
H 6.412047 -0.158322 -0.976298 -0.019 0.051 -0.143
H 4.710346 -0.492729 -1.363187 0.356 -0.179 -0.077
H 5.679977 -1.671638 -0.471012 -0.141 -0.016 -0.093
H 6.117532 -0.815048 -3.375258 0.332 -0.117 -0.007
H 5.444268 -2.362362 -2.888634 0.200 -0.129 0.134
C 4.195665 5.690226 5.710469 0.306 -0.211 0.044
C 3.537010 5.638115 4.347702 -0.426 0.256 0.598
O 4.509459 5.385494 3.318899 0.349 -0.348 -0.553
C 4.871570 4.109859 3.155341 -1.015 0.480 0.900
O 4.444463 3.193926 3.800845 0.480 -0.117 -0.551
C 5.867731 3.989793 1.999383 1.276 -0.132 -1.174
F 6.827627 4.928698 2.053070 -0.379 -0.051 0.318
F 5.265688 4.126476 0.801634 -0.343 0.039 0.428
F 6.493147 2.805980 1.974196 -0.451 0.125 0.421
H 5.007406 6.419859 5.717482 -0.126 0.084 -0.016
H 3.469665 5.960339 6.478691 0.000 0.012 -0.085
H 4.631568 4.725195 5.974718 -0.132 0.005 -0.008
H 3.088362 6.605323 4.119582 0.222 -0.056 -0.262
H 2.737223 4.896186 4.313388 0.218 -0.116 -0.094
C -10.986351 3.186742 1.766536 0.141 0.249 -0.251
C -10.430552 3.320853 3.168905 -0.694 -0.392 -0.094
O -9.080555 3.817113 3.139017 0.623 0.453 0.116
C -8.944915 5.139991 2.995050 -1.211 -0.823 0.103
O -9.851862 5.912107 2.891244 0.578 0.276 -0.023
C -7.466229 5.527017 3.030571 1.305 0.789 0.043
F -6.702857 4.711121 2.263775 -0.766 0.109 -0.075
F -6.965327 5.460677 4.277243 -0.418 -0.221 -0.134
F -7.250365 6.770019 2.597389 -0.480 -0.360 0.008
H -10.330120 2.569424 1.150217 -0.060 -0.102 0.102
H -11.979592 2.736226 1.787713 0.066 -0.002 0.054
H -11.061458 4.159594 1.277569 -0.084 -0.020 0.103
H -10.389940 2.339869 3.643087 0.329 0.115 0.012
H -11.060922 3.954986 3.794652 0.198 0.159 -0.099
C 0.043271 -4.662389 -0.151643 -0.125 0.164 0.284
C -0.947889 -5.561127 -0.859772 0.598 0.319 -0.432
O -1.768663 -6.263843 0.089238 -0.664 -0.183 0.360
C -2.798818 -5.577761 0.592642 0.939 0.369 -0.983
O -3.069143 -4.445385 0.309241 -0.371 -0.227 0.413
C -3.609314 -6.458932 1.543944 -0.740 -0.851 1.075
F -2.825899 -7.150479 2.389603 0.098 0.289 -0.324
F -4.346166 -7.362170 0.870706 0.274 0.321 -0.208
F -4.458592 -5.748597 2.297330 0.330 0.179 -0.406
H 0.634703 -5.231437 0.567510 0.054 -0.031 -0.133
H 0.716959 -4.190116 -0.869059 -0.020 -0.068 0.005
H -0.467600 -3.876468 0.407655 -0.009 -0.008 -0.101
H -0.412710 -6.320516 -1.430614 -0.201 -0.183 0.218
H -1.565646 -5.003653 -1.566536 -0.148 -0.018 0.227
C 1.974274 -2.185797 -5.281781 0.152 -0.144 0.025
C 1.679076 -3.236343 -6.330988 -0.475 0.361 0.424
O 2.836672 -3.485874 -7.149401 0.559 -0.431 -0.344
C 3.753120 -4.309687 -6.632405 -1.252 0.382 0.506
O 3.670547 -4.835730 -5.559722 0.505 -0.135 -0.296
C 4.896728 -4.521224 -7.625348 1.253 -0.138 -0.898
F 5.311040 -3.367147 -8.178710 -0.320 -0.073 0.282
F 4.526016 -5.326501 -8.638981 -0.287 0.125 0.341
F 5.969042 -5.082928 -7.055390 -0.503 0.117 0.214
H 2.358081 -1.275251 -5.746772 -0.152 0.006 -0.050
H 1.074676 -1.939738 -4.713006 0.336 -0.188 -0.374
H 2.736957 -2.532282 -4.581183 -0.111 -0.072 0.017
H 0.897871 -2.875907 -7.001198 0.266 -0.066 -0.211
H 1.316813 -4.163738 -5.883214 0.267 -0.036 -0.039
```
Forces are in eV/Å.

Atomic partial charges in e from the Mulliken method, atoms 1 to 6: number 1, C, carries -0.717; number 2, O, carries -0.306; number 3, C, carries -0.754; number 4, N, carries 0.413; number 5, C, carries -0.073; number 6, O, carries -0.551


The following is a quantum chemistry calculation of 2 unconnected molecules or ions with the total composition H3N2O2S, from the Open Molecules 2025 dataset.

The charge is -1. The calculation puts the gap between HOMO and LUMO at 8.58 eV. The max |F| comes out at 0.073 Eh/bohr. The HOMO energy is -4.28 eV. For the energy relative to the best compared isomer or geometry (same formula, charge and spin), the calculation gives 22.5 kcal/mol.

```
8
Properties=species:S:1:pos:R:3:forces:R:3
N 1.878913 0.027963 -0.053232 2.820 2.156 -1.161
N -1.268524 -1.480437 0.033367 0.581 -0.589 0.049
O -0.891197 1.103094 0.137464 -1.597 -1.582 -0.591
O -3.096708 0.195398 -0.470672 -1.423 0.932 -0.443
S -1.743986 -0.130402 -0.116241 2.310 1.309 0.926
H 1.471365 -0.785590 0.222118 -1.009 -2.776 1.507
H 1.119333 0.586350 -0.352820 -0.599 1.101 0.100
H 2.530801 0.483624 0.600014 -1.083 -0.550 -0.388
```
Forces are in eV/Å.

Atomic partial charges in e from the Mulliken method, atoms 1 to 6: number 1, N, carries -0.715; number 2, N, carries -0.500; number 3, O, carries -0.592; number 4, O, carries -0.544; number 5, S, carries 0.624; number 6, H, carries 0.261


Q: The lowest gap between HOMO and LUMO belongs to which entry?
A: C34H39BrF15IN2O14